Entry 1:
Molecular formula: C21H25N5O4
Method: DFT, ωB97M-V/def2-TZVPD

```
55
Properties=species:S:1:pos:R:3:forces:R:3:lowdin_charge:R:1
H -5.74193 1.48565 1.61647 0.04 0.05 0.05 0.12
H 0.71138 -4.81946 0.98022 -0.08 0.16 -0.12 0.14
H -2.29311 0.02066 -3.56808 -0.01 0.07 -0.10 0.08
N 3.86916 -1.50179 0.59351 -0.18 -1.15 0.62 0.18
H -3.80227 -1.05001 1.72492 -0.08 0.00 0.02 0.07
C -3.49793 1.48958 -0.08619 0.02 -0.07 -0.50 -0.30
H -5.77521 3.77871 0.80122 -0.03 0.07 0.01 0.11
C -4.80613 2.05242 1.73647 -0.28 0.24 0.08 -0.20
C -1.51196 0.14741 -2.81639 -0.14 -0.07 0.08 -0.02
H -4.05322 3.99433 1.17649 -0.02 0.04 0.03 0.12
H -3.87893 3.36941 -1.14958 -0.02 -0.02 -0.09 0.12
H -2.43433 1.72858 -0.21361 -0.13 -0.04 -0.05 0.15
C -4.39922 2.66878 -0.50106 0.07 -0.10 0.21 -0.13
C 5.92530 -0.49888 2.35107 -0.05 -0.05 -0.02 -0.01
H -4.65946 2.27527 2.79386 -0.07 -0.02 -0.04 0.12
H 5.38974 4.23470 0.11476 0.02 0.09 0.04 0.08
O -1.65854 -4.22592 1.38282 0.12 -0.14 -0.03 0.07
H -3.96531 0.49280 -1.94378 -0.04 -0.07 0.08 0.13
C -2.66497 -1.75993 0.08075 0.31 -0.53 0.28 -0.18
H 6.36300 -1.42680 1.98490 0.02 -0.06 0.03 0.09
O 2.22087 -3.41467 -1.67040 0.01 0.24 0.10 0.13
C 2.15872 -2.75414 -0.66741 0.16 -0.33 -0.28 -0.46
H 0.47309 -4.48095 -0.76120 -0.04 0.05 0.19 0.14
H 6.67455 0.07395 2.88877 0.01 0.04 -0.01 0.08
C 0.42291 -4.05772 0.24949 -0.25 -0.63 -0.02 -0.06
N 4.41923 -0.29883 0.45871 -0.55 0.68 -1.12 0.00
C 5.75459 1.53994 0.82889 -0.12 -0.36 0.10 0.03
H 0.00541 -2.13941 -1.82259 0.21 -0.03 -0.19 0.11
C 3.00157 -1.55455 -0.40714 0.67 0.73 0.25 -0.24
C -1.68695 -0.80587 -1.68799 0.43 -0.10 -0.31 -0.26
O 1.33976 -2.97070 0.35281 -0.13 0.18 0.36 0.03
C 5.14229 2.15790 -0.28649 -0.14 -0.13 -0.08 -0.32
H -4.74039 -0.22285 -0.51118 0.01 0.07 -0.10 0.14
H -0.55053 -0.04090 -3.28522 0.04 0.04 -0.04 0.09
C 3.84472 0.35048 -0.64210 0.10 -0.85 0.68 -0.32
C -1.49398 -2.46992 -0.18584 -0.66 0.58 -0.14 -0.10
C -3.66100 -1.96932 1.15853 -0.04 0.05 0.14 0.00
N 4.20932 1.56962 -0.99669 0.05 0.71 -0.40 0.19
H 6.60865 3.54762 -0.95558 0.09 0.06 -0.01 0.08
C -4.80750 3.28488 0.83601 0.07 -0.22 0.08 -0.15
C -0.89130 -1.84540 -1.31796 -0.17 0.16 0.07 0.03
N -2.76717 -0.76333 -0.83014 0.14 -0.27 0.00 -0.01
H 4.96668 3.83705 -1.56370 0.00 0.03 -0.02 0.08
C 5.37944 0.27767 1.20860 0.42 0.35 0.26 -0.22
H 5.11481 -0.77417 3.02466 -0.01 -0.04 0.05 0.09
N 2.95217 -0.46101 -1.18029 -0.33 0.08 -0.53 0.21
H -3.30650 -2.75629 1.81689 -0.07 0.00 -0.03 0.07
C -1.01210 -3.60616 0.55783 0.41 -0.14 0.14 -0.32
O -3.70416 1.28116 1.30420 0.22 -0.12 0.04 -0.11
C 5.55027 3.53204 -0.70108 0.02 0.04 0.00 -0.03
H 6.51745 2.06397 1.38126 0.07 -0.01 0.09 0.12
H -5.28052 2.29517 -1.02506 -0.04 0.01 -0.07 0.12
C -3.81694 0.21554 -0.89705 -0.02 0.60 0.28 -0.07
H -4.62200 -2.27768 0.74316 -0.10 -0.03 0.02 0.09
H -1.53150 1.18140 -2.47348 0.03 0.13 -0.06 0.07
```
Forces are in eV/Å.

Properties
Multiplicity   1
Maximum force   1.4 eV/Å
Total charge   0
Orbital gap   8.19 eV
Energy above the lowest of the compared OMol25 structures with the same formula, charge and spin   67.53 kcal per mole

=====

Entry 2:
Molecular formula: H4NPSi
Method: DFT, ωB97M-V/def2-TZVPD

```
7
Properties=species:S:1:pos:R:3:forces:R:3:lowdin_charge:R:1
N -0.95513 -0.80962 0.36547 -1.66 0.77 -0.21 -0.66
Si 0.74519 -0.61161 -0.07894 -2.93 0.33 -2.30 0.49
H 1.00336 -1.88017 -0.69952 0.73 -0.57 -0.12 -0.08
P -2.37844 -0.33469 0.06083 0.63 0.21 -0.02 0.66
H 0.51039 0.48005 -1.03705 0.68 0.02 -0.43 -0.08
H 1.47165 -0.08267 0.93827 1.64 0.50 2.23 -0.12
H -3.33236 1.79519 -1.44517 0.91 -1.26 0.84 -0.21
```
Forces are in eV/Å.

Properties
Multiplicity   1
Maximum force   3.7 eV/Å
Total charge   0
Orbital gap (alpha / beta)   6.28 / 6.29 eV
Energy above the lowest of the compared OMol25 structures with the same formula, charge and spin   77.75 kcal per mole